(1)
{"formula": "CH7N2", "method": "the ωB97M-V functional and the def2-TZVPD basis", "species": ["C", "N", "N", "H", "H", "H", "H", "H", "H", "H"], "coordinates": [[0.176, 0.607, -0.048], [1.239, -0.373, -0.178], [-1.014, -0.257, -0.218], [0.086, 1.498, -0.775], [0.219, 1.217, 0.913], [1.051, -1.081, 1.338], [2.151, 0.081, -0.055], [-0.752, -0.827, -1.025], [-1.162, -1.097, 0.400], [-1.994, 0.232, -0.353]], "forces_ev_per_angstrom": [[0.6, 2.3, 1.4], [-0.5, -1.1, 3.9], [-3.3, -0.4, -0.4], [0.5, -1.9, 0.2], [-0.7, -1.3, -0.8], [1.0, 1.9, -4.2], [-0.2, -0.2, 0.1], [-0.3, 0.4, -0.9], [0.4, 1.5, 0.6], [2.5, -1.1, 0.2]], "total_charge": 1, "spin_multiplicity": 1, "homo_lumo_gap_ev": 10.113, "homo_ev": -15.28, "relative_energy_kj_mol": 360.6, "e_lumo_ev": -5.17}

(2)
{"formula": "CH7N2", "method": "the ωB97M-V functional and the def2-TZVPD basis", "species": ["N", "H", "H", "H", "H", "C", "N", "H", "H", "H"], "coordinates": [[1.233, 1.156, 0.436], [2.138, 1.344, -0.092], [0.800, 2.095, 0.606], [0.328, -0.059, 0.025], [1.734, 0.673, 1.270], [-1.307, -1.064, -0.978], [-0.504, -0.944, 0.120], [-2.124, -1.810, -0.902], [-1.423, -0.062, -1.440], [-0.874, -1.328, 0.955]], "forces_ev_per_angstrom": [[2.8, -0.8, 0.2], [-1.8, 0.0, 0.1], [0.7, -1.3, 0.5], [-1.2, -0.6, 1.2], [-1.8, 1.7, -1.0], [0.8, 1.6, 5.6], [-1.4, 1.8, -5.6], [0.6, 0.4, -0.6], [0.7, -1.3, -1.4], [0.5, -1.4, 1.0]], "total_charge": 1, "spin_multiplicity": 1, "homo_lumo_gap_ev": 10.294, "homo_ev": -16.08, "relative_energy_kj_mol": 164.7, "e_lumo_ev": -5.79}

(3)
{"formula": "CH7N2O2P", "method": "the ωB97M-V functional and the def2-TZVPD basis", "species": ["C", "N", "N", "O", "O", "P", "H", "H", "H", "H", "H", "H", "H"], "coordinates": [[1.228, 1.054, 0.192], [0.954, -1.411, -0.441], [0.253, -0.002, 0.332], [-1.893, -1.380, 0.515], [-2.041, 1.064, 0.322], [-1.332, -0.193, -0.404], [0.688, 1.904, 0.642], [1.972, 0.737, 0.939], [1.667, 1.076, -0.752], [1.820, -0.964, -0.108], [0.935, -1.081, -1.420], [-1.457, -2.194, 0.456], [-2.794, 1.389, -0.273]], "forces_ev_per_angstrom": [[-1.4, -0.9, 3.0], [-0.5, 3.8, 1.6], [-0.7, -3.6, -1.7], [-1.4, 1.6, 0.8], [-1.8, 1.1, -1.0], [1.2, 0.4, -0.7], [0.7, 0.4, -0.8], [0.3, 0.6, -0.3], [0.6, 1.0, -1.8], [0.4, -1.5, -0.3], [-0.1, -0.3, 0.2], [1.2, -1.9, -0.3], [1.6, -0.6, 1.3]], "total_charge": 0, "smiles": "CN(N)P(O)O", "spin_multiplicity": 1, "homo_lumo_gap_ev": 9.326, "homo_ev": -8.40, "relative_energy_kj_mol": 286.7, "e_lumo_ev": 0.92}